Computed, not measured: a molecular structure, C20H34AsBN4PS6SiTc, with ωB97M-V with the def2-TZVPD basis set.

```
69
Properties=species:S:1:pos:R:3:forces:R:3
Tc -0.6476 0.4480 -0.2391 0.0 0.3 0.4
C 1.0425 -0.2618 4.8680 0.0 0.1 -0.1
N 1.4206 0.6682 3.7945 0.0 -0.1 0.1
C 2.0984 1.8487 3.9835 0.0 -0.2 0.1
C 2.2058 2.4350 2.7690 0.0 0.1 -0.1
N 1.5873 1.6236 1.8429 0.1 0.0 0.0
B 1.2967 2.1616 0.3963 -0.4 0.0 0.1
N 0.4077 3.4101 0.5329 0.2 0.0 -0.1
C 0.7909 4.7395 0.4445 0.1 -0.1 0.0
C -0.2364 5.4903 0.8924 -0.1 0.0 0.1
N -1.2472 4.6163 1.2534 -0.2 0.2 0.1
C -2.5449 5.0122 1.8058 0.1 0.0 0.0
C -0.8415 3.3652 1.0214 0.0 0.1 0.0
S -1.7333 1.9067 1.2931 -0.1 0.1 0.1
C 1.1407 0.5429 2.4890 0.0 0.1 0.1
S 0.2798 -0.8160 1.7873 -0.1 0.0 -0.1
H 1.0752 0.2788 5.8085 0.0 0.0 0.0
H 1.7340 -1.0969 4.9074 0.0 0.0 0.0
H 0.0336 -0.6236 4.6980 0.0 0.0 0.0
H 2.4399 2.1598 4.9568 0.0 0.0 -0.1
H 2.6604 3.3731 2.4939 0.0 -0.1 0.0
H 2.3103 2.3822 -0.1965 -0.1 0.1 0.0
H 0.7661 1.3306 -0.4288 0.3 -0.1 -0.3
H 1.7597 5.0305 0.0716 -0.1 0.0 0.0
H -0.3510 6.5581 0.9799 0.0 -0.1 0.0
H -2.8871 5.9041 1.2895 0.0 0.0 0.0
H -2.4507 5.2099 2.8709 0.0 0.0 0.0
H -3.2583 4.2107 1.6413 0.0 0.0 0.0
S 1.7288 -4.0320 -2.2193 0.0 0.0 0.0
As 0.4182 -4.5692 -3.6471 0.1 0.0 0.0
S -1.1432 -2.5260 -1.4099 0.0 0.1 0.0
S 0.0545 -0.8780 -1.7891 0.1 -0.3 -0.4
S -1.4719 -3.3223 -3.2528 -0.1 0.0 0.1
C 3.7521 -3.8912 1.0744 0.1 -0.1 -0.1
Si 2.8066 -2.7945 2.2393 0.0 0.0 0.0
C 3.9678 -1.5903 3.0726 0.1 0.0 0.0
C 1.7745 -3.7995 3.4190 0.0 -0.1 0.0
C 1.6303 -1.8212 1.0842 0.0 0.0 0.0
H 4.5393 -4.4242 1.6164 -0.1 0.0 0.0
H 4.2345 -3.3229 0.2737 0.0 0.0 0.0
H 3.1021 -4.6418 0.6152 0.0 0.1 0.0
H 4.7902 -2.1437 3.5370 -0.1 0.0 0.0
H 3.5153 -0.9778 3.8555 0.1 0.0 -0.1
H 4.4145 -0.9158 2.3345 0.0 0.0 0.0
H 2.4159 -4.4759 3.9920 0.0 0.1 0.0
H 1.0662 -4.4222 2.8634 0.1 0.0 0.0
H 1.1989 -3.2090 4.1346 0.0 0.0 0.0
H 1.0788 -2.5514 0.4766 0.0 0.0 0.1
H 2.1796 -1.1919 0.3810 0.0 0.0 0.0
C 0.0058 2.3557 -3.1092 0.0 0.0 0.0
P -1.4012 1.8191 -2.1010 0.1 -0.1 0.1
C -2.4599 0.9072 -3.2635 0.0 0.0 0.0
C -2.3549 3.3180 -1.7593 0.0 0.0 0.0
C -1.8779 4.5872 -2.0777 0.0 0.0 0.0
C -2.6859 5.7036 -1.8892 0.0 0.0 0.0
C -3.9734 5.5570 -1.3925 0.0 0.0 0.0
C -4.4512 4.2925 -1.0624 0.0 0.0 0.0
C -3.6439 3.1793 -1.2389 -0.1 0.1 0.0
H 0.6785 2.9862 -2.5266 0.0 0.0 0.0
H -0.3326 2.9046 -3.9884 0.0 0.0 0.0
H 0.5584 1.4747 -3.4373 0.0 0.0 0.0
H -2.8758 1.5888 -4.0045 0.0 0.0 0.0
H -3.2753 0.4152 -2.7340 0.0 0.0 0.0
H -1.8660 0.1434 -3.7674 0.0 0.0 0.0
H -0.8844 4.7240 -2.4886 -0.1 0.0 0.0
H -2.3140 6.6855 -2.1570 0.0 0.0 0.0
H -4.6109 6.4246 -1.2715 0.0 0.0 0.0
H -5.4568 4.1732 -0.6794 0.0 0.0 0.0
H -4.0280 2.1985 -0.9779 0.0 0.0 0.0
```
Forces are in eV/Å.

energy: -173135.2640 eV
total charge: +2
energy above the lowest of the compared OMol25 structures with the same formula, charge and spin: 0.0000 eV
LUMO energy: -7.0 eV
molar mass: 765.72 g/mol